C3H3O3Rb | the ωB97M-V functional and the def2-TZVPD basis

energy above the lowest of the compared OMol25 structures with the same formula, charge and spin: 0.000 eV
HOMO energy: -5.597 eV

```
! RIJCOSX wB97M-V def2-TZVPD def2/J DEFGRID3
* xyz 0 1
H -4.01 1.06 -0.77
O -2.19 0.12 1.87
Rb 0.08 -1.90 1.58
C 2.52 0.58 -1.32
H -3.11 -0.57 -0.59
C -3.05 0.73 1.10
C -3.31 0.44 -0.21
O 3.50 0.99 -1.76
H -3.55 1.62 1.52
O 1.47 0.16 -0.94
*
```


C9H49N5O22S | the ωB97M-V functional and the def2-TZVPD basis

HOMO energy: -8.743 eV

```
! RIJCOSX wB97M-V def2-TZVPD def2/J DEFGRID3
* xyz 0 1
H 0.41 0.70 4.81
H -2.80 1.87 3.04
H -5.56 -0.62 -1.26
H 4.97 5.34 -0.97
O 5.06 0.61 -4.18
H -1.91 -1.02 2.73
O 3.66 3.26 2.75
H -6.26 -0.73 3.88
O 3.53 -1.71 -1.33
H 1.97 1.93 -6.86
O 1.71 1.32 -6.09
C -0.78 -0.95 0.47
O 1.06 3.61 -4.33
C -1.66 0.18 0.95
H -0.92 -4.54 1.37
O 2.23 -2.27 3.29
H -0.40 -0.76 -2.18
H -3.86 -1.23 -2.43
H -0.87 -1.05 4.84
C -3.64 -0.54 1.87
O 3.35 0.35 3.63
H -2.09 -2.66 -2.37
H 0.27 2.16 4.09
O -4.99 -3.48 0.39
C 0.37 -0.24 -1.61
H 2.44 0.62 -5.99
C 0.43 -0.33 -0.22
H -2.75 0.05 -0.90
O -0.95 -4.12 0.45
O -2.86 -1.08 -2.53
H 1.36 2.98 -5.06
H 0.96 4.14 -0.60
N -2.34 -0.22 2.20
O -3.62 2.33 3.42
N 4.20 2.08 -0.75
O -0.81 0.00 -5.30
H 2.71 0.85 4.23
H 2.86 -2.56 4.03
O -0.87 -0.35 5.58
O 0.91 1.41 4.30
H 1.35 3.22 -3.44
O -3.97 -0.12 0.65
O -6.95 -0.02 4.07
C 1.44 0.26 0.52
H 1.49 0.23 1.61
O 0.33 3.48 -0.16
C 2.44 0.97 -0.19
N 3.55 1.68 0.23
H -7.83 -0.48 4.28
O -1.75 -3.61 -2.31
H 4.21 1.75 -3.76
H -0.74 -3.10 3.35
H 0.08 0.43 -5.52
H -1.15 -0.80 6.44
H -1.33 -1.57 -0.22
O 3.70 2.42 -3.15
O -0.45 -2.16 3.57
H 0.56 -2.13 3.57
H 6.04 0.45 -4.35
O -5.62 -1.60 -1.51
H -2.69 -0.61 -3.41
H -0.49 -1.65 1.24
N -2.82 0.35 0.08
C 1.36 0.39 -2.28
H -3.93 1.80 4.22
H 3.49 -2.36 -2.11
H -4.51 -3.39 1.28
H -5.17 -4.46 0.23
H 0.88 2.71 0.21
H 4.67 3.21 2.64
S -4.48 -1.55 2.85
H -5.24 -2.15 -0.75
H -1.12 1.11 1.03
C 2.36 1.05 -1.55
H 4.54 0.26 -4.97
H 2.71 -2.39 2.40
N 3.45 1.82 -1.86
H -1.09 -0.56 -6.09
O 4.73 4.99 -1.89
H 3.29 2.33 2.65
H 1.40 0.51 -3.38
H -0.49 -4.74 -0.20
H 4.85 3.98 -1.89
H 2.98 -0.90 -1.57
H -1.49 -3.80 -1.35
H 2.95 -0.56 3.42
*
```


C4H4O3 | the ωB97M-V functional and the def2-TZVPD basis

energy above the lowest of the compared OMol25 structures with the same formula, charge and spin: 3.227 eV
HOMO energy: -9.013 eV

```
! RIJCOSX wB97M-V def2-TZVPD def2/J DEFGRID3
* xyz 0 1
H -0.73 -1.03 1.98
C 0.95 1.35 -0.85
H 1.32 1.85 0.05
C -0.48 -0.39 0.32
O -0.50 -3.53 0.40
H 0.89 2.06 -1.68
H 1.66 0.55 -1.10
C -0.42 0.78 -0.59
O -1.43 1.10 -1.18
C -0.60 -2.64 1.09
O -0.68 -0.12 1.56
*
```


C5H13N3 | the ωB97M-V functional and the def2-TZVPD basis

energy above the lowest of the compared OMol25 structures with the same formula, charge and spin: 4.892 eV
HOMO energy: -6.548 eV
SMILES string: C=C=C(C)N.CNN

```
! RIJCOSX wB97M-V def2-TZVPD def2/J DEFGRID3
* xyz 0 1
N 2.03 -0.68 1.17
H -1.08 0.13 2.94
H 2.37 1.95 1.28
H -0.71 -2.11 -1.06
H 1.64 -1.60 1.32
C 1.67 1.64 0.49
C -0.43 -1.30 -1.75
C 1.08 0.29 0.80
H 0.65 -1.27 -1.86
C -0.24 0.11 1.02
H 2.82 -0.71 0.53
H -0.12 0.68 -0.97
H 0.90 2.40 0.35
H -2.22 -0.33 1.58
H 2.22 1.60 -0.45
N -2.30 0.11 -1.38
C -1.21 -0.08 1.89
H -2.75 -0.39 -0.61
N -0.88 -0.01 -1.27
H -2.55 1.09 -1.29
H -0.88 -1.51 -2.72
*
```


C38H52IIrN2O8P2S2 | the ωB97M-V functional and the def2-TZVPD basis

energy above the lowest of the compared OMol25 structures with the same formula, charge and spin: 0.000 eV
HOMO energy (alpha / beta): -12.299 / -12.525 eV

```
! RIJCOSX wB97M-V def2-TZVPD def2/J DEFGRID3
* xyz 2 5
C -0.85 -1.76 -4.43
H 1.74 1.43 3.65
C 4.12 -2.81 4.85
C -2.46 -2.77 4.37
H -1.43 -1.62 -6.54
H -0.73 -5.76 3.04
H 0.97 5.14 0.33
H -1.86 -3.13 -3.03
O -0.61 0.90 0.50
C -4.14 -0.77 3.43
C -3.69 -1.75 2.55
H -2.67 -4.81 2.78
H -1.52 4.61 -0.54
H -2.58 -3.07 -4.70
C -0.35 1.87 -3.84
H -3.93 -1.68 1.50
C -4.32 1.28 -3.10
H -4.87 1.99 -3.74
H -3.72 2.51 -1.41
C -0.51 -1.67 -5.91
H 3.54 2.76 -1.82
C -0.43 -3.16 1.01
C -0.13 -4.87 2.72
S 1.52 -2.22 -0.64
C 4.51 -2.08 2.23
H 0.14 -4.36 3.61
C 3.16 -4.05 1.34
C 4.17 4.02 -3.49
H -5.79 -0.38 -3.06
C 0.94 2.11 3.48
O 0.56 3.28 -1.54
P -1.65 0.71 -3.29
H 3.46 -3.57 0.40
H 0.12 1.50 -4.74
H 3.94 -3.08 5.90
O -2.94 1.53 -3.68
O 1.10 -0.03 1.69
H -1.98 4.66 3.04
H -2.62 -1.81 6.28
H -3.94 0.83 -1.03
H 5.32 -1.15 5.39
C 3.75 -3.26 2.52
C -2.42 -3.93 2.17
H 0.10 -0.77 -6.12
C -2.91 -1.78 5.23
H -1.81 -3.54 4.77
H 3.85 0.57 -2.91
H -4.14 -0.81 -2.76
C -2.88 -2.77 3.01
H -1.34 6.07 -1.41
C 1.22 5.48 -0.68
H 4.63 -1.78 1.19
C 1.04 -5.35 1.89
I -0.46 5.81 5.35
C -1.17 4.99 -1.49
H -4.79 0.04 3.06
O -1.58 0.44 -1.76
H 4.22 3.94 -4.58
H -1.05 -3.91 -4.40
C 3.56 -3.61 3.86
H 4.35 1.36 -4.41
H -0.88 2.79 -4.18
C -1.04 2.88 2.21
C 4.33 1.46 -3.32
C 0.19 0.84 1.54
H -2.94 -4.02 1.19
C 4.85 -1.68 4.55
H 5.48 -0.31 2.95
C 5.03 -1.28 3.21
H -4.57 -0.44 -4.40
N -0.99 -4.00 1.92
S -1.43 -2.09 0.07
C 0.94 -3.24 0.69
P 0.97 2.17 -2.62
N 1.70 -4.18 1.29
C -4.35 1.65 -1.63
H -1.83 4.57 -2.28
H 0.69 -6.02 1.05
C -0.20 4.12 4.18
H 3.52 4.92 -3.28
H -5.37 1.81 -1.27
C 3.60 2.73 -2.92
H 1.11 6.57 -0.68
C -3.74 -0.78 4.76
H 1.72 -5.93 2.56
H 1.56 3.37 5.14
H 5.20 4.20 -3.19
Ir 0.14 -0.52 -0.76
C -1.14 3.95 3.10
C -1.63 -3.02 -4.10
H 0.10 -2.52 -6.25
H 0.04 -1.63 -3.81
C 0.01 1.95 2.42
C 0.32 4.73 -1.70
H 2.98 -4.47 4.15
O -1.72 -0.57 -4.22
H 3.56 -5.09 1.43
O 1.36 0.91 -1.75
H 5.39 1.46 -2.98
H -4.05 0.02 5.46
H 0.63 5.01 -2.74
C 0.85 3.20 4.35
H -1.81 2.79 1.43
H 2.27 5.25 -0.83
O 2.19 2.67 -3.47
C -4.76 -0.16 -3.35
*
```


C12H20FP | the ωB97M-V functional and the def2-TZVPD basis

HOMO energy: -8.865 eV
SMILES string: CC(C)CPCCF.c1ccccc1

```
! RIJCOSX wB97M-V def2-TZVPD def2/J DEFGRID3
* xyz 0 1
H 1.99 -1.87 1.21
H 3.94 2.84 -0.48
H 2.92 2.67 -4.64
H -3.96 -2.02 1.30
H 0.88 -2.82 0.23
H -1.67 -2.24 1.55
H 2.20 0.32 -4.36
H -2.62 -0.21 -0.07
F -5.28 0.85 0.74
C 0.95 -2.17 1.11
C -5.43 -0.45 1.20
H -4.13 -1.13 2.80
C 3.56 2.29 -1.33
C 0.01 -0.96 0.99
H -6.19 -0.41 1.98
C 3.48 2.90 -2.58
C 3.16 0.97 -1.18
C 2.58 0.87 -3.51
C -4.11 -1.02 1.71
H 2.35 -0.77 -2.15
H 0.21 0.73 2.39
H -1.12 -1.13 2.81
P -2.63 0.03 1.33
H 3.79 3.93 -2.70
H 3.22 0.49 -0.21
C 2.67 0.26 -2.27
C 2.99 2.19 -3.67
H 0.55 1.16 0.72
C 0.65 0.36 1.46
H -0.24 -0.84 -0.07
H 0.70 -2.79 1.98
H 1.72 0.24 1.64
C -1.31 -1.22 1.73
H -5.82 -1.04 0.37
*
```


C19H33Cl6N3O2S2 | the ωB97M-V functional and the def2-TZVPD basis

HOMO energy: -7.715 eV

```
! RIJCOSX wB97M-V def2-TZVPD def2/J DEFGRID3
* xyz 0 1
H -2.28 -5.14 1.24
C 0.62 2.77 2.10
S -3.44 -1.77 -1.80
H -1.95 3.01 0.82
C -2.31 2.92 -1.28
H -1.54 5.77 0.32
H 0.64 3.79 -3.20
H 0.72 3.19 -1.43
C -0.80 -5.13 2.96
C -4.94 -0.65 -1.66
H -3.84 -4.03 -3.01
H 0.87 -4.07 4.09
O 4.21 2.74 0.62
H 2.49 2.26 1.37
H -2.02 5.94 -2.22
H 0.61 3.74 1.64
H -1.53 -2.87 0.83
H 5.17 -0.23 -1.17
H -4.90 -0.02 -2.55
N 1.66 1.98 1.87
H -2.34 3.74 -3.37
C 1.50 0.84 2.58
O -3.19 -2.14 -0.36
C 4.48 0.43 -0.64
H 0.35 0.81 -0.36
C -0.27 2.09 2.85
H 7.03 2.11 1.66
N -2.02 5.08 -1.69
Cl -0.57 -4.21 -1.75
C -1.50 -4.70 1.85
C -1.97 3.58 -0.10
H 3.64 0.65 -1.30
H -5.12 -3.45 -1.92
C 6.50 1.29 1.17
C -0.12 -3.01 2.43
C -1.81 4.93 -0.30
H -4.92 0.08 -0.86
Cl -0.55 -0.17 -2.30
H -0.17 0.17 3.91
Cl 2.05 -5.53 -2.06
H 7.24 0.59 0.78
H 2.29 0.10 2.58
H -5.01 -2.90 -3.49
C 0.85 -4.88 -0.91
Cl 2.36 4.81 -2.19
C 0.11 -4.11 3.32
H 5.98 0.74 1.95
C 0.28 0.89 3.24
C 1.24 3.44 -2.35
Cl 1.38 -1.28 -0.48
Cl 2.11 2.01 -2.92
H -0.77 -0.49 0.05
H -0.82 -6.09 3.45
H -1.21 2.52 3.18
H 0.35 -2.05 2.34
C -4.36 -3.15 -2.64
N -1.15 -3.39 1.60
H -5.87 -1.23 -1.68
H -2.49 1.85 -1.35
H 0.55 -5.66 -0.21
S 5.32 1.96 -0.12
C -2.21 3.90 -2.31
H 4.03 -0.12 0.19
H 1.34 -4.03 -0.43
C 0.04 -0.21 -0.62
*
```


C5H9N2 | the ωB97M-V functional and the def2-TZVPD basis

energy above the lowest of the compared OMol25 structures with the same formula, charge and spin: 8.929 eV
HOMO energy: -13.906 eV

```
! RIJCOSX wB97M-V def2-TZVPD def2/J DEFGRID3
* xyz 1 1
N -0.86 -0.54 0.51
C 1.22 0.90 0.05
H 1.33 1.71 -0.59
C 2.44 -0.02 -0.11
C -2.23 0.05 0.28
H 1.52 -1.33 -1.49
H -0.54 -0.60 1.46
H 1.16 1.25 1.04
H -3.02 -0.30 1.04
H -0.88 -1.47 0.31
C 3.63 0.49 0.20
C 0.16 -0.06 -0.43
N 1.13 -1.18 -0.47
H -0.38 0.25 -1.41
H -2.67 -0.30 -0.68
H -1.99 1.17 0.28
*
```


C4H7NS2 | the ωB97M-V functional and the def2-TZVPD basis

energy above the lowest of the compared OMol25 structures with the same formula, charge and spin: 5.077 eV
HOMO energy: -7.854 eV

```
! RIJCOSX wB97M-V def2-TZVPD def2/J DEFGRID3
* xyz 0 1
C 2.41 0.98 0.28
N 2.49 -0.74 -1.00
H -1.56 1.62 0.03
H 2.73 -1.76 -1.00
S -3.13 -0.17 0.50
H 0.99 -0.74 0.65
H -2.62 -2.29 -0.19
H 2.35 1.94 0.78
H -1.36 -1.06 -0.71
S 3.59 0.55 -1.03
C -2.26 -1.26 -0.33
C -2.32 1.28 0.73
H -3.06 1.84 1.16
C 1.76 -0.20 0.16
*
```


C20H32N5Pt | the ωB97M-V functional and the def2-TZVPD basis

HOMO energy (alpha / beta): -17.039 / -16.759 eV

```
! RIJCOSX wB97M-V def2-TZVPD def2/J DEFGRID3
* xyz 3 1
C 0.49 2.96 0.12
N 1.53 0.76 -0.23
C -4.29 2.26 0.14
H -2.72 0.22 -2.03
C 2.56 -4.53 1.42
H 3.98 4.66 0.07
H -2.70 -1.28 1.32
C 2.49 -3.78 -0.99
H 0.24 -5.34 -1.04
C 0.89 -5.53 -0.19
C 1.67 2.19 -0.08
H 1.25 0.75 -2.31
H -5.09 1.55 0.30
C 3.01 4.18 0.11
H -4.15 -0.28 1.39
H 3.24 -4.53 -1.22
H -1.53 4.82 -0.70
H -4.24 -0.14 -1.21
C -3.15 -0.24 -1.13
H 0.32 -3.42 1.55
H -2.67 0.30 2.18
H 3.06 -3.63 1.76
H -0.21 4.90 0.80
C 1.88 4.92 0.44
H 0.29 -5.91 0.64
C -4.60 3.61 0.02
C 2.90 2.81 -0.11
H 3.28 0.21 0.85
H 3.01 -2.86 -0.77
H 2.94 0.61 -1.82
H -5.62 3.94 0.13
C 1.91 0.31 -1.57
C -1.93 2.78 -0.11
Pt -0.51 -0.01 0.11
H 1.88 -3.67 -1.89
H 3.80 2.25 -0.31
H 0.25 -2.61 -1.19
C 0.64 4.33 0.47
H 2.00 -1.02 0.82
H 1.97 5.97 0.67
C -2.99 1.83 0.05
C -3.06 -0.25 1.31
H 3.33 -5.25 1.16
H 2.00 -4.95 2.25
N -0.13 -2.56 -0.24
C -3.60 4.53 -0.28
N 0.70 -3.26 0.62
H 1.61 -6.30 -0.46
H -3.84 5.57 -0.44
N -2.65 0.42 0.07
C 2.19 0.06 0.87
H -2.91 -1.30 -1.11
H 1.86 -0.78 -1.62
C 1.68 -4.25 0.21
H 1.83 0.46 1.83
C -2.29 4.12 -0.38
H -1.09 -2.93 -0.26
N -0.68 2.30 -0.01
*
```


CH4N5 | the ωB97M-V functional and the def2-TZVPD basis

energy above the lowest of the compared OMol25 structures with the same formula, charge and spin: 1.880 eV
HOMO energy: -15.090 eV

```
! RIJCOSX wB97M-V def2-TZVPD def2/J DEFGRID3
* xyz 1 1
H -1.11 0.47 1.81
N 0.90 -1.66 0.30
N 1.19 0.40 -0.75
N -2.38 0.73 -0.85
N -1.69 0.66 0.03
H 0.40 -2.35 0.74
C 0.82 -0.64 -0.20
N -0.79 0.70 0.83
H 2.10 0.52 -1.24
H 0.56 1.17 -0.67
*
```


C4H5F | the ωB97M-V functional and the def2-TZVPD basis

energy above the lowest of the compared OMol25 structures with the same formula, charge and spin: 2.990 eV
HOMO energy: -8.953 eV

```
! RIJCOSX wB97M-V def2-TZVPD def2/J DEFGRID3
* xyz 0 1
C 0.10 -0.66 -0.79
C -1.57 0.02 1.12
H 0.75 -1.52 -0.78
H -0.78 -0.79 -1.41
C -0.17 0.04 0.54
H 1.71 0.83 -0.48
H 0.19 1.50 -1.24
C 0.67 0.69 -0.72
F -1.45 0.06 2.44
H 0.56 -0.18 1.32
*
```


| no. | largest force on an atom (eV/A) |
| --- | --- |
| 1 | 2.70 |
| 2 | 3.66 |
| 3 | 1.68 |
| 4 | 3.64 |
| 5 | 2.84 |
| 6 | 0.23 |
| 7 | 2.98 |
| 8 | 5.41 |
| 9 | 4.80 |
| 10 | 4.03 |
| 11 | 4.19 |
| 12 | 2.28 |